2 unconnected molecules or ions with the total composition C3H5FO2 at a distorted geometry, computed with wB97M-V/def2-TZVPD.

## Properties
SMILES string = O=C(O)F.C=C
E_HOMO = -10.40 eV
frontier orbital gap = 0.404 Eh
multiplicity = 1

Positions of all 11 atoms, in Å:
O1 2.738948 1.002313 1.124683
C1 2.131699 0.197239 0.492850
O2 1.282941 0.423906 -0.527222
F1 2.295331 -1.080442 0.693467
H1 1.076650 1.322703 -0.620698
C2 -1.264437 -0.780035 -0.517666
C3 -1.864908 0.220871 0.044948
H2 -0.974379 -0.985078 -1.581352
H3 -0.901425 -1.566701 0.142150
H4 -2.412492 1.053276 -0.371241
H5 -2.107928 0.191953 1.120084

Cartesian forces, eV/Å:
O -0.451 0.000 -0.119
C 0.328 1.806 -0.447
O 1.094 -3.129 0.794
F -0.444 -0.840 -0.343
H -0.206 2.219 0.087
C 1.463 -1.977 -1.250
C -2.116 1.209 1.607
H -0.673 0.772 0.982
H 0.000 0.027 -0.092
H 0.437 0.129 -0.853
H 0.568 -0.215 -0.367

=====

7 unconnected molecules or ions with the total composition C45H74N2O23S at a distorted geometry, computed with wB97M-V/def2-TZVPD.

## Properties
SMILES string = C#CCc1nc2cccc(CCCCCOC(C)=O)c2nc1CCCS(=O)(=O)O.CCOC(=O)OC.CCOC(=O)OC.CCOC(=O)OC.CCOC(=O)OC.CCOC(=O)OC.CCOC(=O)OC
E_HOMO = -8.50 eV
frontier orbital gap = 0.288 Eh
multiplicity = 1

Positions of all 145 atoms, in Å:
C1 2.061811 -3.405233 1.634915
C2 2.120788 -2.213906 1.343915
C3 2.167032 -0.721895 0.816291
C4 0.826763 0.039951 1.255861
N1 0.286725 -0.333709 2.470047
C5 -0.899240 0.398340 2.665185
C6 -1.672882 0.117740 3.966413
C7 -2.975553 0.796530 4.278842
C8 -3.593363 1.826038 3.325452
C9 -2.830789 2.103219 2.063062
C10 -3.484263 3.145413 1.046489
C11 -4.248201 2.371810 -0.129183
C12 -5.586953 1.640247 0.356214
C13 -6.770648 1.965306 -0.654294
C14 -7.961359 0.909702 -0.619661
O1 -7.733778 -0.197692 0.287122
C15 -7.759053 -1.435380 -0.420895
C16 -9.167540 -2.145535 -0.558953
O2 -6.717489 -1.883909 -0.856027
C17 -1.497878 1.415367 1.739362
N2 -0.871503 1.782166 0.536688
C18 0.295695 1.087448 0.293172
C19 1.037053 1.413857 -1.076748
C20 2.504055 1.999302 -0.883945
C21 3.421843 1.302045 -2.019223
S1 5.208407 1.677807 -1.841598
O3 5.513499 3.041456 -1.389871
O4 5.798927 1.519727 -3.193721
O5 5.927274 0.483549 -0.914704
H1 1.641558 -4.431015 1.831814
H2 2.215798 -0.821566 -0.318874
H3 3.098632 -0.210745 1.199898
H4 -1.303343 -0.623115 4.743465
H5 -3.510526 0.525445 5.228751
H6 -4.578968 2.343628 3.501599
H7 -2.631383 3.785649 0.647489
H8 -4.259280 3.755267 1.595252
H9 -3.578698 1.625172 -0.661740
H10 -4.574901 3.116036 -0.935103
H11 -5.374149 0.519465 0.309862
H12 -5.913813 1.928948 1.400363
H13 -7.172457 3.011209 -0.446464
H14 -6.368106 1.988419 -1.714890
H15 -8.909796 1.451342 -0.281863
H16 -8.191411 0.516046 -1.666911
H17 -9.270005 -2.842011 0.333649
H18 -10.020286 -1.404046 -0.499025
H19 -9.249206 -2.674009 -1.551058
H20 1.001556 0.507526 -1.760943
H21 0.423615 2.218638 -1.605655
H22 2.592507 3.113227 -1.045356
H23 2.946584 1.755640 0.128123
H24 3.000319 1.614462 -3.032196
H25 3.298756 0.173646 -1.965865
H26 5.257027 0.064298 -0.327740
C22 5.701015 -5.768610 6.656145
C23 5.901721 -4.372719 6.098811
O6 4.730772 -3.916761 5.409577
C24 3.720345 -3.508689 6.191748
O7 3.720719 -3.486003 7.397913
O8 2.698166 -3.156606 5.400551
C25 1.514611 -2.795788 6.110134
H27 5.381541 -6.454264 5.867555
H28 6.625155 -6.143245 7.100303
H29 4.923590 -5.781037 7.422284
H30 6.708308 -4.389156 5.363354
H31 6.189905 -3.663579 6.878529
H32 1.717334 -2.023158 6.853669
H33 1.079732 -3.678846 6.582377
H34 0.801122 -2.400725 5.387027
C26 -1.069566 -8.197478 -0.410748
C27 -0.662587 -6.752636 -0.196043
O9 0.278320 -6.632019 0.879427
C28 1.537069 -6.989281 0.590977
O10 1.936756 -7.385485 -0.475171
O11 2.273675 -6.853382 1.704733
C29 3.623139 -7.297029 1.563272
H35 -1.436207 -8.635247 0.520852
H36 -1.851102 -8.269351 -1.169413
H37 -0.221528 -8.803892 -0.734503
H38 -1.539773 -6.169759 0.090849
H39 -0.262083 -6.305163 -1.108314
H40 4.110522 -6.820165 0.711305
H41 3.648972 -8.383553 1.461765
H42 4.161758 -7.019347 2.468960
C30 -1.658635 8.880395 0.870114
C31 -2.137460 7.989332 -0.259435
O12 -3.355753 7.317084 0.092717
C32 -4.466527 8.062338 0.036117
O13 -4.529105 9.222357 -0.288511
O14 -5.499481 7.300932 0.430208
C33 -6.737444 8.005192 0.512944
H43 -1.573941 8.310593 1.798672
H44 -0.687495 9.317527 0.631051
H45 -2.362592 9.693173 1.059328
H46 -1.395255 7.211402 -0.445628
H47 -2.260425 8.547126 -1.190552
H48 -6.964791 8.519741 -0.422092
H49 -6.708337 8.713138 1.343334
H50 -7.523691 7.275542 0.705424
C34 1.884091 4.812828 -4.165266
C35 2.073386 6.215285 -4.707271
O15 0.899475 6.662777 -5.397597
C36 -0.118262 7.045535 -4.615355
O16 -0.122979 7.050478 -3.408474
O17 -1.143707 7.393320 -5.405365
C37 -2.334871 7.726891 -4.693699
H51 1.575483 4.131303 -4.961964
H52 2.809652 4.442358 -3.718814
H53 1.101678 4.785578 -3.403570
H54 2.883898 6.216709 -5.437927
H55 2.349279 6.918827 -3.918289
H56 -2.145509 8.492348 -3.939324
H57 -2.757402 6.831125 -4.234245
H58 -3.052908 8.120901 -5.412209
C38 7.502054 -3.659273 -4.080117
C39 7.852309 -4.870724 -3.237806
O18 8.238250 -4.485603 -1.911702
C40 7.234518 -4.148883 -1.091645
O19 6.059610 -4.152365 -1.366839
O20 7.763462 -3.779016 0.084102
C41 6.803017 -3.297597 1.021436
H59 8.321253 -2.936509 -4.072098
H60 7.296871 -3.952843 -5.111298
H61 6.621778 -3.145829 -3.688988
H62 8.712639 -5.379796 -3.675980
H63 7.032093 -5.591990 -3.205668
H64 5.992871 -4.014453 1.164930
H65 6.409317 -2.335053 0.688650
H66 7.308060 -3.154076 1.976235
C42 0.166170 -3.411174 -1.416541
C43 0.182756 -2.032741 -2.043389
O21 -1.022082 -1.772089 -2.774918
C44 -2.096204 -1.469697 -2.028605
O22 -2.123547 -1.395313 -0.824660
O23 -3.138127 -1.281469 -2.849687
C45 -4.372426 -1.045462 -2.165912
H67 -0.036704 -4.176282 -2.169971
H68 1.124101 -3.627264 -0.938937
H69 -0.618346 -3.492751 -0.661461
H70 1.000880 -1.973242 -2.764469
H71 0.352724 -1.253111 -1.294582
H72 -4.274443 -0.227427 -1.450237
H73 -4.703276 -1.953234 -1.667443
H74 -5.119388 -0.765744 -2.908686

Cartesian forces, eV/Å:
C -1.206 1.134 -0.433
C 0.178 0.062 -0.312
C -0.825 -1.903 0.596
C 0.371 -0.184 0.115
N -1.146 3.269 -3.835
C -2.085 0.104 2.193
C -2.398 1.966 -0.684
C 2.051 0.072 -2.356
C 3.816 -1.645 -1.838
C -1.131 -0.539 2.178
C 0.737 -1.347 -0.054
C -0.488 0.604 -0.162
C 0.302 -0.456 -0.872
C 0.253 -0.229 -0.131
C -0.989 1.140 -0.415
O -0.502 -1.176 -1.280
C 0.573 0.036 -0.229
C 0.190 0.707 0.373
O -2.188 0.494 0.819
C -0.709 0.063 0.595
N 2.044 -2.673 1.578
C -1.183 0.101 0.810
C -0.737 0.830 0.620
C 1.004 -0.937 -0.814
C -1.554 -0.301 1.222
S 3.089 2.017 -4.368
O -1.471 -2.443 1.193
O -1.405 -0.998 2.494
O -1.977 1.106 -0.269
H 1.148 1.611 -0.140
H -0.005 0.352 1.513
H -1.065 -0.492 -0.338
H -0.272 1.028 -1.399
H 0.697 0.336 -1.116
H 1.362 -0.738 -0.075
H -1.346 -0.656 0.384
H 1.056 -0.479 -0.515
H -0.618 0.924 0.845
H 0.669 -0.701 1.149
H -0.537 1.493 0.431
H 0.570 -0.397 -1.108
H 0.444 -1.345 -0.229
H -0.312 -0.050 1.230
H 1.173 -0.827 -0.312
H 0.457 0.493 1.288
H 0.139 0.670 -1.274
H 1.132 -0.687 0.039
H 0.352 0.323 1.274
H 0.307 1.086 0.918
H 0.602 -1.166 0.840
H -0.388 -1.239 0.335
H -0.656 0.351 -1.044
H 1.351 -0.187 1.164
H 0.399 1.291 -0.049
H 0.513 0.349 -0.316
C -0.283 -0.095 0.112
C 0.388 -0.303 0.278
O -0.180 0.285 0.009
C -0.092 -0.193 -0.072
O 0.052 0.069 -0.326
O 0.376 -0.040 0.144
C -0.449 0.175 0.092
H 0.157 0.048 -0.029
H -0.017 0.039 -0.066
H 0.117 0.097 0.003
H -0.256 0.130 -0.146
H -0.223 -0.032 -0.019
H 0.065 -0.187 0.012
H 0.102 0.106 0.103
H 0.267 -0.102 -0.162
C 0.241 -0.251 0.078
C -0.479 -0.183 -0.434
O 0.368 0.213 0.103
C -0.115 -0.260 -0.094
O -0.086 0.194 0.336
O -0.254 0.093 -0.226
C 0.500 -0.067 0.046
H -0.111 0.122 -0.056
H 0.017 0.059 0.061
H -0.040 0.125 -0.077
H 0.244 0.064 0.235
H 0.163 -0.124 0.138
H -0.148 -0.117 -0.020
H -0.001 0.101 -0.143
H -0.294 0.074 0.028
C -0.248 0.157 0.201
C 0.605 0.288 0.005
O -0.446 -0.019 -0.146
C 0.297 -0.019 0.187
O -0.081 -0.341 -0.001
O 0.209 0.075 -0.162
C -0.404 0.113 0.035
H 0.120 -0.056 -0.114
H -0.034 -0.081 -0.019
H 0.060 -0.019 -0.131
H -0.303 -0.135 0.002
H -0.171 -0.019 0.131
H 0.138 0.053 0.129
H 0.018 0.064 -0.167
H 0.262 -0.120 0.005
C -0.287 -0.200 0.147
C 0.462 -0.291 0.268
O -0.273 0.320 0.074
C 0.055 -0.257 -0.132
O -0.025 0.109 -0.268
O 0.305 -0.004 0.161
C -0.404 0.137 0.119
H 0.158 0.059 -0.038
H 0.022 0.066 -0.076
H 0.096 0.109 0.012
H -0.271 0.115 -0.138
H -0.227 -0.031 -0.026
H 0.055 -0.173 -0.001
H 0.091 0.109 0.105
H 0.246 -0.093 -0.123
C -0.127 0.259 0.148
C -0.154 -0.020 -0.626
O -0.156 -0.085 0.413
C 0.149 0.152 -0.256
O 0.282 -0.056 0.166
O -0.079 -0.167 -0.224
C -0.209 0.076 0.378
H 0.035 -0.136 -0.080
H 0.053 -0.026 0.056
H 0.005 -0.136 -0.036
H 0.075 0.067 0.324
H -0.015 0.163 0.166
H 0.000 0.133 -0.157
H -0.094 -0.136 -0.025
H 0.189 -0.060 -0.216
C -0.219 -0.216 0.102
C 0.314 -0.333 0.262
O -0.134 0.296 0.008
C -0.197 -0.102 -0.091
O 0.106 0.092 -0.286
O 0.551 0.063 0.125
C -0.308 -0.001 0.114
H 0.141 0.124 -0.098
H -0.063 0.035 -0.071
H 0.113 0.138 0.034
H -0.232 0.072 -0.189
H -0.351 -0.238 -0.007
H 0.061 -0.225 -0.004
H 0.190 0.189 0.022
H 0.244 -0.100 -0.135

=====

A molecular structure, C3H4N2S at a distorted geometry, computed with wB97M-V/def2-TZVPD.

## Properties
E_HOMO (spin up / spin down) = -21.10 / -20.11 eV
net charge = +2
frontier orbital gap (spin up / spin down) = 0.309 / 0.233 Eh
multiplicity = 1

Positions of all 10 atoms, in Å:
C1 2.119718 -1.005314 -0.017291
C2 0.460765 0.019133 -0.091486
C3 -2.190905 -0.429973 0.064314
N1 0.876357 -1.205505 0.052585
N2 1.278338 1.074350 -0.080075
S1 2.884579 0.509239 0.046499
H1 -2.491468 0.409177 0.542880
H2 -1.469157 -0.994046 0.669507
H3 -2.601661 -0.473513 -0.968129
H4 1.133434 2.096454 -0.218802

Cartesian forces, eV/Å:
C 2.693 -0.556 0.775
C -0.242 3.098 -0.002
C 1.249 -1.181 -1.448
N -1.228 -1.606 -0.465
N 0.377 0.506 -0.083
S -0.787 -0.314 -0.499
H -1.304 2.787 1.763
H -0.725 -0.858 -0.731
H 0.574 -0.943 0.539
H -0.607 -0.934 0.150

=====

A gas-phase ion, C21H19ClN3O3 (charge +1) at a distorted geometry, computed with wB97M-V/def2-TZVPD.

## Properties
SMILES string = Cc1ccc(Cl)cc1NC(=O)C[n+]1ccc(Cc2ccc([N+](=O)[O-])cc2)cc1
E_HOMO = -11.36 eV
net charge = +1
frontier orbital gap = 0.267 Eh
multiplicity = 1

Positions of all 47 atoms, in Å:
C1 2.949337 1.534591 -1.019758
C2 3.893937 0.860099 -1.961492
C3 4.672883 1.614132 -2.835562
C4 5.586673 1.033924 -3.692026
C5 5.749855 -0.344606 -3.682529
Cl1 6.899574 -1.095454 -4.722837
C6 4.984761 -1.125125 -2.833809
C7 4.054854 -0.524163 -1.994042
N1 3.301692 -1.390762 -1.144455
C8 1.969764 -1.436262 -1.092917
O1 1.180396 -0.726453 -1.669275
C9 1.425908 -2.577073 -0.154584
N2 0.042190 -2.289258 0.099769
C10 -0.792998 -2.254560 -0.950327
C11 -2.087894 -1.805245 -0.813976
C12 -2.554978 -1.368848 0.424949
C13 -3.947283 -0.870180 0.613835
C14 -4.004482 0.338741 1.516133
C15 -4.788174 0.340283 2.664030
C16 -4.837914 1.458584 3.475791
C17 -4.089248 2.575363 3.133995
N3 -4.122422 3.746560 3.990142
O2 -3.415986 4.677038 3.678068
O3 -4.845243 3.704069 4.957298
C18 -3.303789 2.592491 1.989009
C19 -3.265791 1.472012 1.183531
C20 -1.658175 -1.426935 1.500257
C21 -0.376264 -1.872413 1.305925
H1 1.925744 1.440089 -1.382109
H2 2.998843 1.084416 -0.029135
H3 3.189426 2.590260 -0.937216
H4 4.562529 2.687532 -2.833662
H5 6.178693 1.642386 -4.356046
H6 5.108513 -2.197185 -2.831857
H7 3.835037 -2.140721 -0.725241
H8 1.527077 -3.525587 -0.689224
H9 1.989120 -2.618784 0.777760
H10 -0.420242 -2.606582 -1.899114
H11 -2.730101 -1.788480 -1.680371
H12 -4.388713 -0.627846 -0.355689
H13 -4.544954 -1.675476 1.051996
H14 -5.369382 -0.531360 2.924190
H15 -5.444249 1.480715 4.368275
H16 -2.741605 3.481397 1.747587
H17 -2.665587 1.477578 0.285700
H18 -1.967708 -1.106508 2.482543
H19 0.336376 -1.906391 2.116469

Cartesian forces, eV/Å:
C -0.140 0.043 -0.084
C 0.011 -0.114 0.049
C -0.048 -0.174 0.025
C 0.069 -0.159 -0.062
C -0.184 0.127 0.230
Cl 0.091 -0.052 -0.089
C 0.008 0.109 -0.058
C 0.211 0.246 -0.372
N 0.567 0.028 -0.008
C -0.410 -0.656 0.646
O 0.058 0.204 -0.240
C 0.953 0.231 -0.570
N -0.591 0.019 -0.053
C -0.500 -0.041 -0.182
C 0.024 -0.015 0.263
C 0.561 -0.272 -0.153
C -0.300 0.144 0.086
C -0.066 0.059 0.016
C 0.135 0.013 -0.177
C 0.070 0.363 0.155
C -0.011 -0.987 -0.665
N 0.020 0.215 0.180
O 0.176 0.334 -0.038
O -0.209 0.061 0.308
C -0.019 0.204 0.179
C -0.168 -0.077 0.149
C 0.023 -0.070 -0.217
C -0.302 0.155 0.454
H -0.008 0.060 0.071
H -0.024 0.014 0.109
H 0.036 0.061 0.074
H -0.006 0.122 0.013
H 0.079 0.043 -0.076
H 0.004 -0.131 -0.039
H -0.190 0.063 0.087
H -0.067 0.029 0.160
H -0.147 -0.056 -0.054
H 0.114 0.006 0.059
H -0.018 -0.021 -0.089
H 0.010 -0.096 0.014
H 0.004 -0.011 -0.081
H -0.065 -0.098 0.025
H -0.015 0.001 0.030
H 0.017 0.030 -0.006
H 0.088 0.045 -0.109
H 0.054 0.040 0.099
H 0.103 -0.036 -0.058

=====

| no. | energy (eV) |
| --- | --- |
| 1 | -10003.629 |
| 2 | -108767.110 |
| 3 | -16962.615 |
| 4 | -45212.672 |